Arrangement w

Here is a molecular structure, C35H43IN7O4PS3Ti from the Open Molecules 2025 dataset. Energies are from ωB97M-V with the def2-TZVPD basis set.

Last column: Mulliken charge in e.
Positions of all 95 atoms, in Å:
Ti (1.185, -0.350, -1.472)  0.38
N (1.849, -2.938, 0.302)  -0.25
C (0.527, -3.388, -0.051)  1.98
C (0.136, -4.846, 0.323)  -1.37
C (-1.050, -4.990, 1.293)  0.54
C (-2.459, -4.919, 0.695)  -1.36
N (-2.732, -3.726, -0.101)  -0.05
C (-3.163, -2.564, 0.352)  0.94
N (-3.753, -2.450, 1.562)  -0.43
N (-3.091, -1.479, -0.415)  -0.06
C (0.234, -3.053, -1.525)  0.19
O (-0.770, -3.539, -2.059)  -0.92
O (1.007, -2.221, -2.114)  -0.66
H (2.588, -3.470, -0.140)  0.29
H (2.005, -2.889, 1.299)  0.27
H (-0.156, -2.721, 0.482)  -1.40
H (1.007, -5.290, 0.806)  0.43
H (-0.060, -5.428, -0.580)  0.33
H (-0.956, -4.242, 2.087)  -0.61
H (-0.985, -5.965, 1.783)  0.55
H (-3.208, -5.019, 1.482)  0.48
H (-2.618, -5.767, 0.029)  0.38
H (-2.241, -3.729, -1.019)  0.29
H (-3.773, -3.241, 2.179)  0.20
H (-3.796, -1.543, 1.995)  0.21
H (-2.465, -1.413, -1.224)  -0.49
H (-3.365, -0.585, -0.033)  0.12
S (1.611, -0.545, -4.775)  -0.44
C (1.382, 1.008, -4.152)  0.22
N (1.300, 1.287, -2.858)  0.61
C (1.112, 2.653, -2.612)  -1.64
C (1.069, 3.266, -1.370)  1.04
C (0.856, 4.630, -1.304)  -0.80
C (0.704, 5.390, -2.461)  -0.87
C (0.783, 4.794, -3.708)  -0.43
C (0.987, 3.423, -3.770)  1.12
S (1.178, 2.404, -5.167)  -0.32
H (1.278, 2.701, -0.476)  -0.23
H (0.867, 5.119, -0.339)  0.45
H (0.571, 6.461, -2.389)  0.40
H (0.712, 5.385, -4.612)  0.40
N (4.285, -1.043, -2.747)  -0.43
C (4.189, -0.335, -1.555)  0.63
O (2.905, -0.219, -1.094)  0.57
C (5.196, 0.144, -0.833)  -1.10
I (4.529, 4.621, -1.359)  -0.81
H (3.498, -0.927, -3.378)  0.02
H (5.157, -0.875, -3.226)  0.29
H (6.210, 0.092, -1.198)  0.26
H (5.011, 0.645, 0.100)  0.09
C (-1.747, -1.663, -4.379)  -1.14
S (-1.489, -0.063, -3.638)  0.66
C (-3.203, 0.379, -3.377)  -1.00
O (-0.997, -0.338, -2.214)  0.72
H (-2.433, -2.251, -3.772)  0.35
H (-0.769, -2.135, -4.421)  0.20
H (-2.132, -1.500, -5.386)  0.53
H (-3.675, 0.522, -4.349)  0.48
H (-3.208, 1.321, -2.832)  0.18
H (-3.716, -0.396, -2.809)  0.34
N (0.385, -0.065, 0.126)  1.30
P (0.229, 0.761, 1.461)  0.31
C (0.263, -0.257, 2.967)  -0.05
C (0.828, 0.240, 4.139)  -0.63
C (0.806, -0.517, 5.304)  -0.84
C (0.218, -1.772, 5.308)  -0.86
C (-0.346, -2.275, 4.142)  -0.94
C (-0.320, -1.520, 2.980)  1.24
C (-1.430, 1.502, 1.476)  0.55
C (-1.946, 1.948, 0.259)  0.00
C (-3.219, 2.498, 0.207)  -0.76
C (-3.988, 2.592, 1.360)  -0.72
C (-3.480, 2.145, 2.573)  -0.82
C (-2.201, 1.604, 2.632)  -0.82
C (1.392, 2.080, 1.772)  -0.42
C (0.949, 3.317, 2.240)  -0.24
C (1.863, 4.338, 2.456)  -0.80
C (3.203, 4.139, 2.167)  -0.64
C (3.643, 2.911, 1.689)  -0.82
C (2.747, 1.872, 1.507)  0.58
H (1.298, 1.215, 4.139)  0.45
H (1.256, -0.124, 6.206)  0.44
H (0.205, -2.363, 6.214)  0.41
H (-0.797, -3.260, 4.144)  0.38
H (-0.746, -1.908, 2.065)  -0.30
H (-1.346, 1.862, -0.639)  0.16
H (-3.608, 2.866, -0.734)  0.44
H (-4.981, 3.021, 1.316)  0.40
H (-4.074, 2.225, 3.474)  0.44
H (-1.806, 1.264, 3.582)  0.52
H (-0.103, 3.492, 2.427)  0.31
H (1.519, 5.302, 2.810)  0.41
H (3.908, 4.954, 2.255)  0.41
H (4.680, 2.796, 1.406)  0.45
H (3.082, 0.928, 1.096)  0.11

Summary:
Total charge ... 0
HOMO ... -5.322 eV

Arrangement x

Here is a molecular structure, C35H43IN7O4PS3Ti from the Open Molecules 2025 dataset. Energies are from ωB97M-V with the def2-TZVPD basis set.

Last column: Mulliken charge in e.
Positions of all 95 atoms, in Å:
Ti (-0.474, -0.670, -0.202)  0.93
N (-0.903, 0.653, 1.557)  0.29
C (-0.417, 0.062, 2.798)  0.56
C (-0.396, 1.033, 3.972)  -0.09
C (0.028, 0.493, 5.343)  -1.04
C (-0.640, -0.812, 5.785)  -0.84
N (-0.053, -1.948, 5.053)  -0.13
C (-0.721, -2.759, 4.240)  0.08
N (-0.077, -3.440, 3.276)  -0.29
N (-2.045, -2.911, 4.343)  -0.14
C (0.887, -0.664, 2.460)  -0.40
O (1.718, -0.930, 3.335)  -0.88
O (0.951, -1.048, 1.247)  0.03
H (-0.424, 1.531, 1.355)  -0.66
H (-1.908, 0.852, 1.593)  0.09
H (-1.134, -0.736, 3.006)  0.31
H (-1.410, 1.440, 4.055)  0.42
H (0.250, 1.876, 3.711)  -0.24
H (-0.208, 1.251, 6.091)  0.55
H (1.111, 0.351, 5.370)  0.32
H (-1.714, -0.758, 5.595)  0.35
H (-0.495, -0.962, 6.854)  0.36
H (0.878, -1.729, 4.694)  0.40
H (0.876, -3.133, 3.113)  0.47
H (-0.603, -3.530, 2.394)  -0.25
H (-2.545, -2.566, 5.141)  0.24
H (-2.503, -3.593, 3.763)  0.16
S (-2.541, -1.981, -3.272)  -0.36
C (-0.913, -2.196, -2.992)  -0.08
N (-0.192, -2.149, -1.846)  1.02
C (1.148, -2.502, -2.064)  -1.40
C (2.123, -2.653, -1.079)  0.17
C (3.416, -2.991, -1.448)  -0.75
C (3.756, -3.188, -2.784)  -0.72
C (2.790, -3.065, -3.771)  -0.41
C (1.495, -2.734, -3.400)  0.89
S (0.089, -2.561, -4.396)  -0.34
H (1.888, -2.489, -0.037)  0.24
H (4.172, -3.095, -0.681)  0.44
H (4.771, -3.451, -3.053)  0.43
H (3.037, -3.231, -4.812)  0.43
N (-4.332, -0.992, -0.392)  -0.37
C (-3.413, 0.031, -0.134)  0.60
O (-2.191, -0.284, -0.598)  0.25
C (-3.672, 1.181, 0.505)  -1.68
I (-4.901, 3.365, -1.986)  -0.84
H (-4.085, -1.423, -1.283)  0.06
H (-5.272, -0.619, -0.444)  0.34
H (-4.691, 1.458, 0.727)  0.44
H (-2.943, 1.978, 0.484)  0.20
C (-1.072, -4.944, -0.464)  -0.98
S (-2.040, -3.478, -0.137)  1.04
C (-3.252, -4.216, 0.947)  -1.33
O (-1.177, -2.648, 0.830)  -0.11
H (-0.707, -5.363, 0.474)  0.38
H (-0.243, -4.642, -1.100)  0.07
H (-1.704, -5.659, -0.990)  0.48
H (-2.765, -4.808, 1.725)  0.34
H (-3.906, -4.851, 0.350)  0.48
H (-3.836, -3.386, 1.348)  0.36
N (0.516, 0.473, -1.102)  0.69
P (0.990, 1.900, -1.589)  1.29
C (0.697, 3.088, -0.259)  -0.39
C (1.539, 3.104, 0.855)  -0.22
C (1.214, 3.885, 1.954)  -0.83
C (0.040, 4.632, 1.953)  -0.45
C (-0.808, 4.602, 0.855)  -0.77
C (-0.480, 3.837, -0.257)  -0.35
C (2.745, 1.915, -1.981)  0.04
C (3.305, 0.738, -2.472)  -0.27
C (4.643, 0.713, -2.837)  -0.57
C (5.420, 1.856, -2.709)  -0.54
C (4.865, 3.028, -2.214)  -0.79
C (3.528, 3.060, -1.849)  -0.19
C (0.073, 2.471, -3.014)  0.36
C (-1.209, 1.965, -3.216)  -0.22
C (-1.985, 2.456, -4.256)  -1.07
C (-1.473, 3.436, -5.092)  -0.61
C (-0.190, 3.936, -4.897)  -0.66
C (0.587, 3.459, -3.856)  -0.79
H (2.443, 2.506, 0.860)  0.50
H (1.876, 3.912, 2.810)  0.48
H (-0.214, 5.239, 2.813)  0.40
H (-1.730, 5.170, 0.854)  0.49
H (-1.156, 3.807, -1.106)  0.50
H (2.697, -0.154, -2.556)  0.05
H (5.074, -0.204, -3.216)  0.47
H (6.465, 1.833, -2.992)  0.40
H (5.474, 3.917, -2.109)  0.42
H (3.096, 3.974, -1.459)  0.48
H (-1.615, 1.206, -2.558)  0.53
H (-2.998, 2.099, -4.374)  0.55
H (-2.086, 3.825, -5.895)  0.39
H (0.202, 4.700, -5.556)  0.42
H (1.588, 3.844, -3.707)  0.38

Summary:
Total charge ... 0
HOMO ... -5.531 eV

Referenced to the most stable arrangement, the calculated values in kcal/mol are arrangement w 16.2; arrangement x 0.0.

Arrangement w

Here is C17H18ClN3O3 in the gas phase from the Open Molecules 2025 dataset. Energies are from ωB97M-V with the def2-TZVPD basis set.

Last column: Mulliken charge in e.
Positions of all 42 atoms, in Å:
C (-2.614, -1.143, 1.846)  -1.86
C (-1.436, -1.437, 0.975)  0.24
C (-0.155, -1.092, 1.366)  0.01
C (0.965, -1.381, 0.582)  0.48
C (0.789, -2.034, -0.632)  -0.33
C (-0.489, -2.376, -1.042)  -1.15
C (-1.583, -2.086, -0.251)  0.77
Cl (-3.164, -2.535, -0.803)  -0.20
H (-0.629, -2.876, -1.988)  0.44
H (1.615, -2.269, -1.282)  0.25
O (2.140, -0.938, 1.106)  -0.39
C (3.408, -1.273, 0.568)  -0.43
H (3.334, -1.737, -0.417)  0.24
H (3.875, -1.989, 1.256)  0.39
C (4.249, 0.006, 0.490)  -0.76
H (5.303, -0.245, 0.612)  0.43
H (3.957, 0.641, 1.327)  0.35
C (4.070, 0.746, -0.842)  -0.82
C (2.626, 0.792, -1.296)  0.55
O (2.216, 0.251, -2.306)  -0.64
N (1.803, 1.531, -0.518)  -0.31
N (0.440, 1.519, -0.802)  -0.05
C (-0.448, 1.799, 0.179)  0.20
O (-0.073, 2.215, 1.263)  -0.76
C (-1.883, 1.632, -0.180)  1.08
C (-2.826, 2.199, 0.674)  -0.42
C (-4.171, 2.037, 0.384)  -0.41
N (-4.608, 1.363, -0.666)  -0.61
C (-3.714, 0.821, -1.475)  -0.56
C (-2.344, 0.922, -1.286)  -0.31
H (-1.677, 0.434, -1.979)  0.34
H (-4.118, 0.274, -2.316)  0.43
H (-4.937, 2.459, 1.021)  0.37
H (-2.492, 2.746, 1.542)  0.44
H (0.239, 1.020, -1.661)  0.35
H (1.997, 1.819, 0.435)  0.35
H (4.453, 1.764, -0.755)  0.37
H (4.628, 0.232, -1.627)  0.35
H (0.005, -0.578, 2.301)  0.35
H (-3.427, -0.711, 1.264)  0.38
H (-2.341, -0.455, 2.641)  0.35
H (-2.985, -2.066, 2.292)  0.45

Summary:
Total charge ... 0
HOMO ... -8.383 eV
SMILES ... Cc1cc(OCCCC(=O)NNC(=O)c2ccncc2)ccc1Cl

Arrangement x

Here is C17H18ClN3O3 in the gas phase from the Open Molecules 2025 dataset. Energies are from ωB97M-V with the def2-TZVPD basis set.

Last column: Mulliken charge in e.
Positions of all 42 atoms, in Å:
C (-1.314, 3.661, -3.462)  -1.03
H (-0.574, 4.017, -4.186)  0.37
H (-2.106, 3.133, -3.991)  0.25
H (-1.744, 4.516, -2.930)  0.40
O (-0.765, 2.719, -2.576)  -0.36
C (0.275, 3.103, -1.758)  1.11
C (0.821, 4.376, -1.792)  -0.53
C (1.910, 4.716, -1.005)  -0.76
C (2.464, 3.770, -0.169)  -0.85
C (1.915, 2.503, -0.109)  -0.38
C (0.811, 2.134, -0.878)  0.16
N (0.310, 0.846, -0.738)  0.33
C (-1.010, 0.466, -1.176)  -1.01
C (-1.573, -0.684, -0.331)  -0.89
N (-0.599, -1.752, -0.140)  0.12
C (-0.575, -2.499, 1.000)  0.74
C (0.640, -2.921, 1.583)  -0.24
C (0.690, -3.679, 2.726)  -1.00
C (-0.491, -4.059, 3.355)  -0.24
C (-1.713, -3.689, 2.802)  -0.44
C (-1.756, -2.939, 1.649)  0.52
Cl (-3.337, -2.656, 0.995)  -0.23
H (-2.625, -4.017, 3.277)  0.56
N (-0.456, -4.835, 4.550)  0.99
O (-1.515, -5.116, 5.078)  -0.63
O (0.634, -5.171, 4.975)  -0.62
H (1.634, -3.971, 3.158)  0.46
H (1.574, -2.617, 1.143)  0.27
C (0.586, -1.564, -0.945)  -1.67
H (1.272, -2.400, -0.821)  0.57
C (1.257, -0.242, -0.575)  -0.32
H (2.145, -0.077, -1.200)  0.45
H (1.584, -0.302, 0.473)  0.36
H (0.279, -1.548, -1.995)  0.36
H (-1.868, -0.299, 0.649)  0.55
H (-2.466, -1.061, -0.839)  0.35
H (-1.032, 0.194, -2.241)  0.32
H (-1.676, 1.318, -1.047)  0.53
H (2.346, 1.781, 0.566)  0.31
H (3.317, 4.013, 0.445)  0.38
H (2.318, 5.713, -1.061)  0.38
H (0.413, 5.120, -2.457)  0.38

Summary:
Total charge ... 0
HOMO ... -7.730 eV
SMILES ... COc1ccccc1N1CCN(c2ccc([N+](=O)[O-])cc2Cl)CC1

Referenced to the most stable arrangement, the calculated values in kcal/mol are arrangement w 0.0; arrangement x 89.4.

Arrangement w

Here is 2 unconnected molecules or ions with the total composition C5H6Br2 from the Open Molecules 2025 dataset. Energies are from ωB97M-V with the def2-TZVPD basis set.

Last column: Mulliken charge in e.
Positions of all 13 atoms, in Å:
C (-1.352, 0.078, 1.829)  -0.98
C (-0.272, -0.254, 1.304)  0.61
C (1.118, -1.335, -0.482)  -0.84
C (-0.723, 1.334, -1.153)  -0.59
C (0.843, -0.371, 0.582)  0.11
Br (-2.153, 1.763, -0.095)  -0.05
Br (2.399, 0.700, 1.160)  -0.17
H (-1.986, -0.091, 2.645)  0.43
H (0.097, -1.452, -0.986)  0.22
H (1.655, -0.795, -1.412)  0.31
H (1.650, -2.231, -0.086)  0.32
H (-0.459, 2.234, -1.673)  0.34
H (-0.816, 0.421, -1.633)  0.29

Summary:
Total charge ... 0
HOMO (alpha / beta) ... -7.864 / -8.617 eV

Arrangement x

Here is C5H6Br2 in the gas phase from the Open Molecules 2025 dataset. Energies are from ωB97M-V with the def2-TZVPD basis set.

Last column: Mulliken charge in e.
Positions of all 13 atoms, in Å:
C (1.450, -0.910, -0.216)  -0.18
C (0.630, -0.575, -1.204)  -0.79
C (0.927, 0.056, 0.808)  -0.88
C (-0.144, 0.493, -0.226)  0.67
C (-1.568, 0.106, 0.055)  -0.86
Br (-0.034, 2.362, -0.770)  -0.09
Br (-2.241, 1.018, 1.649)  -0.14
H (2.249, -1.626, -0.143)  0.41
H (0.454, -0.835, -2.224)  0.43
H (0.528, -0.369, 1.729)  0.25
H (1.626, 0.853, 1.061)  0.31
H (-1.647, -0.967, 0.241)  0.43
H (-2.230, 0.396, -0.760)  0.44

Summary:
Total charge ... 0
HOMO ... -9.832 eV
SMILES ... BrC[C@]1(Br)C=CC1

Referenced to the most stable arrangement, the calculated values in kcal/mol are arrangement w 104.9; arrangement x 0.0.